1.
Entry from OMol25: a structure of composition C25H49BrN4O2PtSi (ωB97M-V with the def2-TZVPD basis set).

Structure (XYZ):
```
83
C25H49BrN4O2PtSi | OMol25 | ωB97M-V with the def2-TZVPD basis set
Pt 0.21036 0.79188 -3.15526
Br 0.79990 0.19872 -0.05462
Si 0.54118 0.26499 2.18719
O 0.92114 -1.24151 -3.78687
O 3.44740 0.72349 -2.40818
N 0.85580 -3.36876 -3.06116
N 2.72692 -2.05774 -2.67372
N -2.12187 -2.71035 -3.01385
N 4.52542 2.41434 -1.40275
C -1.36311 -1.85510 2.27865
C 3.27211 -0.29879 2.80356
C 2.24469 0.84116 2.87211
C -0.37528 2.96500 2.24829
C -2.73433 -0.28458 -3.38430
C -2.38423 1.84591 -2.33843
C 3.46305 1.89614 -2.07043
C -0.87580 1.53105 2.47842
C -4.10827 -0.10233 -3.22549
C -3.75165 2.01366 -2.16978
C 1.47968 -2.17799 -3.18790
C -1.42025 1.43832 3.91311
C 0.08283 -1.53528 2.68772
C 2.32616 2.85957 -2.32352
C -3.34916 -3.48831 -2.93923
C 2.83860 1.99138 2.04308
C -2.21953 -1.57784 -3.97102
C 2.13185 1.29856 4.33498
C -1.84370 0.70759 -2.94747
C -1.73078 -2.29035 -1.67317
C 0.20740 -1.74422 4.20515
C -4.62371 1.03395 -2.62142
C 0.96393 -2.57554 1.97636
C -2.04439 1.32778 1.49904
C 1.41277 2.46486 -3.47392
H 0.67107 3.25827 -3.61936
H -0.39180 -1.03291 4.77667
H 0.05301 3.08725 1.25068
H -3.63811 -3.82577 -3.93469
H -2.09489 -1.28009 2.84467
H 2.75457 3.85850 -2.47733
H -2.86742 -1.90582 -4.78639
H -1.22919 -1.40364 -4.38524
H 3.02843 -1.12637 3.46828
H -3.18139 -4.36818 -2.31495
H 1.70645 0.53038 4.98293
H 1.97104 2.35926 -4.40654
H 3.02469 1.68417 1.01347
H 5.29239 1.80809 -1.16944
H 1.23844 -1.66995 4.55107
H 3.07913 -1.10645 -2.62464
H 2.02189 -2.47592 2.20967
H -1.53271 -1.68084 1.21422
H -2.51035 -1.69936 -1.17221
H 3.79881 2.28004 2.48497
H -2.16349 2.22781 4.06486
H -2.52539 0.35725 1.59283
H 0.64854 -3.57441 2.29662
H -1.22513 3.65054 2.32689
H 0.84869 -2.52153 0.89313
H -0.14792 -2.74840 4.45891
H -1.55902 -2.91434 2.47563
H -4.18593 -2.92391 -2.50163
H 1.76059 2.91261 -1.38525
H -1.91833 0.48721 4.10253
H -2.80368 2.09017 1.70358
H 3.37491 -0.68709 1.78798
H 0.36342 3.27915 2.98517
H -1.73142 1.44029 0.46102
H 2.98888 -2.67408 -1.92395
H 2.20859 2.87766 2.02122
H -0.64487 1.57005 4.66974
H 4.24932 0.08827 3.11084
H -5.69378 1.15596 -2.51064
H -1.71949 2.63146 -1.98732
H 3.13165 1.53137 4.71641
H -4.13285 2.90991 -1.69492
H -4.78673 -0.86433 -3.59469
H -0.11979 -3.41998 -3.35051
H 4.55398 3.37836 -1.12777
H -1.52345 -3.17678 -1.06865
H 1.35776 -4.19623 -2.79940
H -0.83204 -1.67734 -1.71381
H 1.52782 2.19998 4.44022
```

## Properties
Energy relative to the best compared isomer or geometry (same formula, charge and spin) = 0.000 eV
⟨S²⟩ = 2.0033
Frontier orbital gap (spin up / spin down) = 7.21 / 7.71 eV
HOMO level (spin up / spin down) = -6.713 / -7.808 eV
2S+1 = 3

These are the Mulliken partial charges, in e, on atoms 1 to 5: 0.6087, 0.0131, -1.0892, -0.6867, -0.7100


2.
Entry from OMol25: a structure of composition C25H49BrN4O2PtSi (ωB97M-V with the def2-TZVPD basis set).

Structure (XYZ):
```
83
C25H49BrN4O2PtSi | OMol25 | ωB97M-V with the def2-TZVPD basis set
Pt 0.29712 -0.35446 -0.19531
Br 0.77801 1.17818 2.24598
Si 1.80792 2.08790 4.06102
O -1.90887 -0.96428 1.71187
O -1.70775 0.92745 -0.87099
N -2.01726 -2.37825 3.45546
N -3.25576 1.38208 0.71716
N 0.28786 3.32655 -2.39331
N -2.67549 2.96137 -0.89093
C 1.30853 1.92920 6.87107
C 0.50809 1.94868 -2.88059
C 3.48503 1.16490 4.19125
C 0.60516 1.72574 5.51805
C 1.97531 3.95050 3.62552
C 1.03922 4.31858 -3.14020
C 4.27237 0.38113 -1.50716
C 1.80285 1.31846 -2.42205
C 2.98535 1.61465 -3.10248
C 4.21493 1.15109 -2.65961
C 0.69788 4.51837 2.98368
C 0.04055 0.29600 5.47134
C 0.00266 -2.37633 2.10307
C -0.61134 2.66071 5.46011
C 1.84643 0.50111 -1.27916
C 0.42500 -2.27034 0.64617
C 3.09948 0.06683 -0.83313
C 4.45094 1.91616 5.12335
C 3.28701 -0.25297 4.74575
C -2.51774 1.70769 -0.37192
C 0.57043 3.47855 -0.97251
C -1.38561 -1.84431 2.38163
C 2.29879 4.77748 4.88239
C 3.09540 4.16829 2.59758
C 4.15650 0.99606 2.81800
H 0.16512 4.43108 -0.62279
H -2.95658 0.54942 1.20936
H 0.46340 4.01864 2.04370
H -1.31777 2.36653 6.24425
H 2.12642 4.24005 -2.98659
H -1.13050 2.58916 4.50189
H -1.60594 -3.12161 3.98881
H 2.46582 5.81994 4.59044
H 0.46300 1.99066 -3.97179
H -0.53262 0.11989 4.55984
H -0.17481 4.45289 3.62821
H 2.58729 -0.83101 4.13724
H 4.73088 2.89199 4.72753
H 0.80554 -0.47261 5.54502
H 5.07664 0.41595 2.95110
H -0.34858 3.70272 5.63620
H 0.06910 -3.40754 2.47172
H 1.48073 4.77156 5.60261
H -2.93285 -2.04465 3.70240
H 3.19986 4.43383 5.39283
H 1.72819 2.93017 6.98051
H 3.51890 0.45396 2.12027
H 2.93657 2.21500 -4.00535
H 0.67421 -1.77839 2.73035
H 2.93774 -0.25733 5.77729
H 4.08362 3.94367 2.99621
H 0.86663 5.57858 2.76409
H 4.04173 2.06262 6.12424
H 3.09652 5.22309 2.30210
H 0.83246 4.22007 -4.20733
H 1.64987 3.46346 -0.75386
H -3.72100 2.10215 1.23872
H 0.11112 2.67176 -0.40705
H -0.31960 1.34168 -2.53313
H 5.37202 1.33254 5.22813
H 5.22445 0.01704 -1.13907
H -0.15408 -2.95165 0.01778
H 3.16350 -0.55354 0.05614
H 4.43001 1.93882 2.35263
H -2.16653 3.14428 -1.74714
H 0.58190 1.78868 7.67882
H 5.11798 1.38865 -3.20811
H 2.93983 3.57417 1.69412
H 1.47905 -2.54905 0.56464
H 0.73130 5.31767 -2.82390
H 4.24999 -0.77428 4.72554
H 2.11128 1.20913 7.03052
H -3.52102 3.47808 -0.72493
H -0.63806 0.16682 6.32239
```

## Properties
Energy relative to the best compared isomer or geometry (same formula, charge and spin) = 0.216 eV
⟨S²⟩ = 2.0027
Frontier orbital gap (spin up / spin down) = 6.90 / 7.38 eV
HOMO level (spin up / spin down) = -6.413 / -7.744 eV
2S+1 = 3

These are the Mulliken partial charges, in e, on atoms 1 to 5: 1.1183, -0.0498, -1.7321, -0.6786, -0.6799


3.
Entry from OMol25: a structure of composition C25H49CeCl3N5O3Si (ωB97M-V with the def2-TZVPD basis set).

Structure (XYZ):
```
87
C25H49CeCl3N5O3Si | OMol25 | ωB97M-V with the def2-TZVPD basis set
Ce -0.96299 -1.62905 -0.76056
Cl -2.78065 -3.11370 -1.80712
Cl -2.01503 0.33273 0.88477
Cl -1.35895 0.16608 -2.71185
Si 0.58002 2.61038 -0.24975
O -1.05473 2.95354 -0.00353
O 1.15601 -1.73959 -1.78815
O 0.07694 -1.93789 1.29471
N 0.11475 -2.01294 3.57897
N 0.20148 -4.37003 -0.36552
N -0.76863 -6.36535 0.34665
N 2.21096 -0.72352 -3.53135
N 1.55364 -6.22012 0.29941
C 0.03665 -2.58034 2.37942
C 2.01935 -0.03033 -4.79948
C 3.40216 -0.40836 -2.74205
C 1.65761 3.70631 0.77737
C -3.58019 6.14617 2.54376
C 0.32647 -5.59593 0.08153
C -2.08949 -5.84942 0.07079
C 2.74821 -5.42419 0.49256
C -0.64061 6.44695 -2.99843
C -0.72728 -7.47889 1.28332
C 1.78643 -7.56069 -0.21618
C -0.09926 -2.82528 4.76925
C -1.39666 5.47241 -2.33790
C -2.78968 5.71286 1.35715
C -1.89845 4.06327 -0.31992
C -3.51030 3.35888 1.54763
C 0.34562 7.16377 -2.30776
C 1.22586 -1.42898 -3.02080
C 0.23151 -0.56089 3.71575
C 1.01251 0.86450 0.25867
C 0.98941 2.82624 -2.05404
C 0.49784 6.98675 -0.92771
C -0.26502 6.01703 -0.26699
C -2.71553 4.44582 0.90733
C -1.16619 5.22473 -0.98004
H -3.36824 5.52125 3.42098
H 3.18033 -5.09243 -0.46674
H -0.61756 -0.05630 3.23352
H -1.56584 -7.38558 1.98400
H 2.01543 2.50023 -2.27575
H 4.17904 -0.10264 -3.44998
H -4.58240 3.43279 1.28667
H 2.98443 0.05174 -5.30536
H 2.51225 -4.55705 1.12259
H -0.06089 -3.67624 2.37382
H 0.15196 0.42513 -0.27520
H 0.26449 -0.34015 4.78580
H -3.30528 7.17853 2.79437
H -0.16777 5.85945 0.81187
H 0.41844 -1.72119 -3.71377
H 1.21439 7.58476 -0.35720
H 1.20391 3.90169 1.75654
H -3.43461 3.40697 2.64666
H 1.16186 -0.21749 3.24954
H -3.14611 2.37440 1.21769
H 1.96366 0.44366 -0.10075
H -2.78577 -6.69649 0.07482
H -4.66300 6.10360 2.35829
H 0.28715 2.22376 -2.64210
H 3.22016 0.40883 -2.02732
H 0.90369 3.87281 -2.36610
H 3.74769 -1.30058 -2.20402
H 1.12848 -3.99608 -0.57703
H 2.60709 3.17355 0.92196
H 0.26299 -2.27915 5.64411
H -2.64469 3.67115 -1.02974
H 0.45003 -3.77199 4.67576
H -2.41620 -5.11808 0.82860
H 1.86575 4.65169 0.26410
H 2.59143 -7.54057 -0.96453
H 0.21084 -7.49007 1.85049
H 1.58840 0.97154 -4.64252
H 3.49564 -6.03842 1.01344
H 0.88589 -7.96656 -0.68589
H -2.15813 4.87819 -2.84644
H 2.10172 -8.23931 0.58778
H -2.29574 6.52741 0.82525
H -0.82253 6.63276 -4.06004
H 1.32280 -0.61714 -5.41000
H 0.91215 0.70926 1.33855
H -2.10088 -5.35931 -0.90037
H 0.96085 7.89685 -2.83385
H -0.84729 -8.42718 0.74633
H -1.16381 -3.05494 4.92127
```

## Properties
Energy relative to the best compared isomer or geometry (same formula, charge and spin) = 1.103 eV
⟨S²⟩ = 0.7506
Frontier orbital gap (spin up / spin down) = 7.98 / 8.25 eV
HOMO level (spin up / spin down) = -7.873 / -8.145 eV
2S+1 = 2

These are the Mulliken partial charges, in e, on atoms 1 to 5: 0.8742, -0.5482, -0.5708, -0.5010, 0.2475


Calculated maximum force in order - 0.0031 0.0071 0.0562 Eh/bohr
Calculated total energy in order - -4334.35120 -4334.34324 -3626.93804 hartree